No. 1
DFT (ωB97M-V with the def2-TZVPD basis set) results for a molecular structure, C15H18N5NiO7 at a distorted geometry.

Each line ends with the Mulliken charge.
Element x y z (Å)
H -5.63386 0.90058 1.08678  0.553
H 4.24370 0.87084 1.95092  0.317
C -4.81877 0.63140 0.43168  -0.457
O -1.33638 -0.24160 0.64776  -0.929
C -3.57048 0.35840 0.92118  -0.080
H 2.56649 -5.44311 1.02194  0.308
H 0.47499 1.94240 0.15925  0.404
C -2.74163 -0.12324 -1.29865  0.365
O -1.98489 -0.51118 -3.48828  -0.676
H 2.75686 3.09967 -1.27167  0.306
H 3.16609 -1.12388 -0.54501  0.414
N 1.03088 -2.81631 0.39436  -0.528
C 1.33168 1.64478 -0.44652  -0.739
H 4.44663 2.59757 0.32509  0.274
H 2.52472 -0.16559 -1.87426  0.489
C 2.48968 2.65945 -0.30917  -0.743
H 2.23435 3.47131 0.37448  0.334
H 2.45860 -0.61609 1.71632  0.421
H 3.10123 2.18620 2.24187  0.308
H 4.95656 0.35927 -0.30884  0.324
C -5.02408 0.55131 -0.94613  -0.246
C 4.07169 0.85908 -0.70728  -0.613
C 2.17747 0.38652 1.39088  -0.571
H 1.19641 -5.37274 2.14887  0.311
O -7.18523 1.20564 -0.73750  -0.640
H 4.34020 1.30504 -1.66655  0.298
H 1.31316 0.69814 1.97971  0.490
C 1.21992 -3.90876 0.70443  0.869
H 0.95062 -5.93932 0.48483  0.314
O -2.80214 1.46888 2.75197  -0.594
C 2.88068 -0.11516 -0.84460  -0.659
H -4.16747 0.09892 -2.85743  0.635
N 1.77238 0.32598 -0.00787  0.412
O -0.51060 -0.80498 -1.85818  -0.468
N -3.26147 0.42928 2.34610  0.898
Ni 0.12097 -1.21486 -0.08175  0.409
C 1.50037 -5.23743 1.11098  -0.966
C -2.46920 -0.02462 0.09380  0.892
C 3.35506 1.37129 1.56180  -0.609
N 3.67019 1.93800 0.22792  -0.006
O -3.44565 -0.56932 2.99098  -0.580
O -6.42521 0.78833 -2.70903  -0.613
C -1.66207 -0.53565 -2.32165  0.460
C -3.99044 0.18124 -1.79375  -0.636
H 0.99494 1.56720 -1.48111  0.511
N -6.31695 0.86713 -1.50867  1.039

Calculated values
Lowest unoccupied orbital energy (alpha / beta) (eV): -3.61 / -3.79
Multiplicity: 3
Total charge: +1
Energy above the lowest of the compared OMol25 structures with the same formula, charge and spin (kJ/mol): 65.09

No. 2
DFT (ωB97M-V with the def2-TZVPD basis set) results for a molecular structure, C15H18N8O2Zr at a distorted geometry.

Each line ends with the Mulliken charge.
Element x y z (Å)
C 0.44867 -1.31019 -2.93022  -0.343
N -1.97092 -2.27894 -0.35293  -0.451
C 2.04957 3.78103 0.34486  0.476
H 2.35608 -0.28228 -2.78776  0.571
H -0.05418 3.98371 0.35911  0.095
C -4.18204 -3.27758 0.57825  -0.917
C -2.05551 1.51986 0.82642  -0.483
H -2.59289 0.11588 -2.24316  0.501
C -1.51446 0.01081 -2.32975  -0.202
H 4.79705 -2.76862 0.76902  0.351
C 0.73593 0.97576 -2.08924  -0.061
H 0.81738 5.01544 1.53143  0.349
O 2.33773 0.95057 1.74659  -0.089
H 0.87377 -2.23965 -3.30694  0.492
N -1.05734 0.58711 0.77720  0.573
O 0.68269 -2.62909 2.17968  -0.098
H 1.38979 1.78087 -1.75154  0.674
C -0.94883 -1.20450 -2.77131  -0.424
H -0.23419 1.26167 4.41103  0.315
H -4.81717 -2.48967 1.00393  0.337
C 0.85354 4.58202 0.52127  -0.773
H -1.57389 -2.04761 -3.04505  0.514
N -2.17755 2.08500 2.01685  -0.600
H 4.25985 -3.89315 -0.52129  0.353
C 4.43632 -2.83390 -0.26693  -1.018
H -1.11124 2.08101 -1.77247  0.729
H -3.93038 -4.00904 1.35769  0.339
N -0.54198 0.50801 2.00847  -0.496
C 0.26806 -1.93372 1.35229  0.361
N -1.13596 1.52599 2.68612  0.848
H -4.73136 -3.78271 -0.22724  0.352
H -2.70662 1.81293 0.00842  0.521
C 1.69597 0.64596 0.84546  0.379
Zr -0.02542 -0.64899 -0.83616  1.011
C -0.67527 1.11182 -2.02431  -0.289
N -1.16333 1.46777 4.06108  -0.561
C -2.97434 -2.69690 0.04643  0.423
H -1.54127 2.33185 4.43655  0.342
C 3.20039 -2.12363 -0.39948  0.364
N 3.03859 3.20827 0.13381  -0.396
N 2.14096 -1.68825 -0.56592  -0.283
C 1.27747 -0.21380 -2.62649  -0.496
H 5.18927 -2.39326 -0.94190  0.359
H 0.86708 5.40217 -0.21185  0.352

Calculated values
Lowest unoccupied orbital energy (eV): -16.96
Total charge: +4
Energy above the lowest of the compared OMol25 structures with the same formula, charge and spin (kJ/mol): 0.00

No. 3
DFT (ωB97M-V with the def2-TZVPD basis set) results for C15H18NO2P in the gas phase at a distorted geometry.

Each line ends with the Mulliken charge.
Element x y z (Å)
H -2.00485 3.39596 1.67695  0.395
C 0.97377 -0.07435 -0.82341  0.300
H -3.54750 3.86113 -0.19028  0.386
N -3.09432 -2.19142 1.33612  -0.665
H 5.44735 1.20237 -0.99136  0.370
C -3.20141 2.85318 -0.01431  -0.391
H -0.63585 -2.72461 -2.33838  0.353
C -3.62595 1.82470 -0.84034  -0.701
C -2.31316 0.27374 0.42893  0.504
H 1.49530 -1.80599 -1.99530  0.443
H 1.73409 -0.60214 1.69789  0.465
H 0.20502 0.20096 -0.09837  -0.564
H -2.85804 -2.98864 1.90827  0.267
C 0.78371 -1.54374 -1.20950  -0.609
C -1.88988 1.30160 1.25628  -0.282
H -1.00470 -0.98308 -2.28826  0.257
C 4.84846 0.46180 0.92558  -0.400
H 3.96461 -0.31458 2.71364  0.397
O -1.55868 -2.13304 -0.67460  -0.413
H -3.80195 -2.40943 0.65236  0.256
H 5.82607 0.58855 1.36777  0.372
O -0.60052 -1.53171 1.69542  -0.710
P -1.73083 -1.41304 0.77296  0.923
C -2.33408 2.59275 1.03460  -0.657
H 0.85202 0.55335 -1.71025  0.595
H 0.98134 -2.17516 -0.34249  0.319
C 3.38278 0.64439 -0.96372  -0.390
C -3.18315 0.53279 -0.61872  -0.390
H -4.30247 2.03125 -1.65702  0.382
H -3.50686 -0.27718 -1.25694  0.404
H -1.21124 1.07006 2.06380  0.433
C -0.63010 -1.83258 -1.70213  -0.414
C 4.63578 0.80633 -0.39765  -0.559
C 2.55134 -0.20519 1.11424  -0.264
C 2.32972 0.13991 -0.21378  -0.073
C 3.80289 -0.04465 1.68010  -0.691
H 3.22129 0.91571 -1.99811  0.352

Calculated values
Lowest unoccupied orbital energy (eV): 0.76
Energy above the lowest of the compared OMol25 structures with the same formula, charge and spin (kJ/mol): 20.85

No. 4
DFT (ωB97M-V with the def2-TZVPD basis set) results for a gas-phase ion, C15H18NO4 (charge -1) at a distorted geometry.

Each line ends with the Mulliken charge.
Element x y z (Å)
H 2.97155 -1.75191 2.57934  0.298
C -4.64130 1.63199 -2.02825  -1.173
H 0.30674 1.14282 -1.83069  0.477
C -1.52192 1.45686 -0.29550  0.448
H -5.36928 1.30445 -1.27256  0.275
C 2.01862 1.49244 2.99991  -0.344
H 1.27366 2.18897 2.62401  0.433
H 4.88357 -0.94884 3.95772  0.339
H -2.74884 2.69165 -2.14786  0.299
H -0.61703 -4.49869 -1.59347  0.286
O 1.44667 -3.09579 -2.80863  -0.753
C -0.54151 0.25815 -0.13392  -0.010
H -3.63823 2.95974 -0.63661  0.321
C -3.40451 2.22489 -1.40902  -0.234
H -1.07145 -0.05853 -2.29544  0.233
C -0.03037 0.10352 -1.83804  -0.383
C -1.02882 -3.93113 -2.43283  -0.735
C 4.10976 1.05862 4.13348  -0.346
H -5.13031 2.36433 -2.67429  0.383
H 4.96518 1.39488 4.71500  0.332
O -0.70635 -2.54939 -2.27599  -0.203
H 0.93871 -1.39419 1.39027  0.221
H -2.11698 -3.94616 -2.41196  0.220
H -1.08722 -0.74500 -0.02688  0.262
O -2.68727 1.09167 -0.87819  -0.242
H 1.89508 -0.57455 -2.59393  0.287
C 1.92951 0.13854 2.62814  0.805
H -0.68572 -4.39349 -3.36663  0.278
C 2.98138 -0.74219 2.99048  -0.549
C 0.61794 -2.24727 -2.46687  0.432
C 4.05652 -0.28232 3.72668  -0.464
H 3.13992 2.97275 4.11460  0.348
H -4.37310 0.74111 -2.61018  0.292
O -1.25601 2.59814 -0.01079  -0.625
N 0.19914 0.54480 1.00474  -0.261
C 3.09069 1.93985 3.77978  -0.477
C 0.89640 -0.84158 -2.25713  -1.042
C 0.93518 -0.29914 1.65151  -0.429

Calculated values
Lowest unoccupied orbital energy (eV): 3.12
Total charge: -1

No. 5
DFT (ωB97M-V with the def2-TZVPD basis set) results for 2 unconnected molecules or ions with the total composition C15H18O at a distorted geometry.

Each line ends with the Mulliken charge.
Element x y z (Å)
C -5.17119 0.71226 0.37631  0.968
C 3.98145 -0.84213 0.00758  -0.335
O -6.36442 1.16040 0.87258  -0.540
C -2.59876 -0.08613 -0.34107  0.141
H 4.51008 2.18803 1.40127  0.334
C -1.22588 -0.49977 -0.83159  -0.357
H 2.24992 -2.04719 0.36464  0.368
H -0.62244 0.36142 -1.07641  0.492
C 4.62733 0.37395 0.23637  0.778
H -4.69462 2.61979 -0.41331  0.395
H 6.06311 1.66698 -0.68721  0.344
H 1.17169 -0.43925 1.81042  0.443
H -0.72290 -0.92065 0.04135  0.001
H -0.89372 -1.03250 -2.88908  0.309
H 2.31098 1.72352 2.32288  0.377
H -6.85909 0.39931 1.24117  0.285
C 6.00425 0.66197 -0.29057  -1.381
C -3.51695 -1.00766 0.14718  -0.385
H 6.27218 -0.04645 -1.07374  0.369
C 4.00694 1.28855 1.07710  -0.271
H -5.53945 -1.30442 0.90609  0.249
C -4.79920 -0.62717 0.49857  -0.667
H -2.29570 -1.85280 -2.15504  0.386
C -4.31957 1.63238 -0.19783  -0.691
H 6.75160 0.56713 0.49406  0.292
C 2.12608 -0.17101 1.38337  -0.421
C -1.27500 -1.51995 -1.98981  -1.202
H 4.55692 -1.57665 -0.54797  0.296
C 2.75184 -1.11576 0.57898  -0.548
C -3.03687 1.22727 -0.52881  -0.403
H -3.19976 -2.02109 0.34456  0.409
H -0.70312 -2.41748 -1.78970  0.298
H -2.33002 1.92541 -0.95400  0.311
C 2.78426 1.01966 1.66165  -0.645

Calculated values
Lowest unoccupied orbital energy (eV): 0.88
Energy above the lowest of the compared OMol25 structures with the same formula, charge and spin (kJ/mol): 31.79

| no. | DFT total energy (Ha) |
| --- | --- |
| 1 | -2890.7338 |
| 2 | -1216.1983 |
| 3 | -1129.0717 |
| 4 | -938.0735 |
| 5 | -657.6050 |